# 1
# C8H17FN4OP

2 unconnected molecules or ions with the total composition C8H17FN4OP (ωB97M-V with the def2-TZVPD basis set, OMol25).

XYZ file:
```
32
Properties=species:S:1:pos:R:3:mulliken_charge:R:1
P -1.48188 2.59501 -5.22294 0.157
F -2.36227 -0.89841 -4.13356 -0.273
O 1.09834 -2.47269 2.60745 -0.413
N -0.33658 3.45871 -5.92154 -0.648
N -1.28979 -0.08696 -1.02183 -0.392
N 0.55365 0.01450 1.86422 -0.231
N 1.51758 1.09839 -3.26020 -0.360
C 0.45789 1.18372 -3.71556 -0.110
C -0.03210 -1.89715 3.24987 -0.635
C -1.43928 0.02740 -2.16075 0.045
C 0.08455 -0.37024 3.23543 0.246
C -0.84200 0.96533 -4.51664 0.128
C 1.08209 0.17095 4.24942 -1.437
C 2.11491 -2.94793 3.49608 -0.646
C -1.99329 0.33683 -3.59334 0.326
H -0.90158 -2.18568 2.65009 0.364
H 2.87258 -2.17330 3.63491 0.261
H -0.19213 -2.28945 4.25645 0.428
H 2.59353 -3.80832 3.03013 0.249
H -0.17961 -0.12322 1.15670 0.303
H -2.83387 1.07511 -3.55183 0.201
H 2.11344 -0.07334 3.98594 0.370
H 0.87852 -0.23126 5.24259 0.368
H -0.68711 0.26811 -5.38057 0.349
H -2.48119 2.21921 -6.18563 0.142
H 1.71219 -3.25094 4.46404 0.318
H -0.89052 0.09521 3.39039 0.353
H 1.31967 -0.62459 1.60375 0.397
H -0.27519 4.36369 -5.43261 0.247
H 0.89030 0.97751 1.80112 0.361
H -2.08369 3.32387 -4.13384 0.108
H 1.01284 1.25992 4.31227 0.424
```

* net charge: +1


# 2
# C19H34ClF4N2O3P

3 unconnected molecules or ions with the total composition C19H34ClF4N2O3P (ωB97M-V with the def2-TZVPD basis set, OMol25).

XYZ file:
```
64
Properties=species:S:1:pos:R:3:mulliken_charge:R:1
Cl -8.18720 2.24578 3.13791 -0.244
P -6.07981 1.86645 2.87099 0.412
F -4.57645 -2.08126 2.46272 -0.239
F -6.72434 -3.09805 2.60107 -0.309
F -7.45468 -0.58817 4.56421 -0.232
F -5.02052 -0.57601 4.84351 -0.227
O -5.42194 3.43871 2.47346 -0.492
O 1.59873 -1.72572 -1.96962 -0.430
O 6.39873 0.80286 -2.87575 -0.322
N -7.10942 -1.99041 -1.04595 -0.448
N -7.69022 1.91110 -0.74899 -0.564
C 2.46307 -0.64924 0.07110 -0.759
C -6.97463 -1.66137 0.22051 -0.005
C -6.71682 -0.78813 1.62371 -0.307
C 2.30832 -0.90988 -2.89916 -0.376
C -4.46772 0.54609 0.71147 -0.725
C 7.26307 1.87933 -0.83502 -1.096
C -6.90040 1.40391 0.17553 -0.011
C -6.00298 -1.77363 2.71108 0.805
C 8.47755 1.07014 -4.16880 -1.055
C -6.00013 0.65781 1.37353 0.680
C -6.19311 -1.32045 4.29070 -0.023
C 7.02185 0.59405 -1.61062 -0.326
C 7.10832 1.61869 -3.80528 -0.349
C 3.67755 -1.45843 -3.26268 -0.725
C 2.22185 -1.93452 -0.70450 -0.529
C -3.33315 0.79601 1.86270 -0.174
C -1.66186 -0.69537 0.23137 -0.819
C -1.80553 0.37249 1.46207 0.230
C -1.17567 -0.39003 2.81106 -1.034
H 8.96027 1.71289 -4.91138 0.393
H 2.90937 -0.87008 1.04628 0.374
H 3.58699 -2.46781 -3.67905 0.304
H 3.14976 -2.50007 -0.82877 0.392
H -0.09022 -0.79269 2.64187 0.282
H -1.91315 -0.14546 -0.77059 0.292
H 2.38034 0.11569 -2.52217 0.269
H 7.18034 2.64426 -3.42829 0.298
H -2.51216 -1.51830 0.37794 0.168
H -7.81450 -0.55898 2.03019 0.552
H 8.38699 0.06076 -4.58518 0.290
H -3.63438 0.26528 2.86123 0.140
H 6.49487 1.66616 -4.71258 0.319
H -1.08678 1.28056 1.23013 0.305
H 7.70937 1.65849 0.14015 0.389
H -1.30841 0.30143 3.74642 0.309
H -3.29893 1.96420 2.10662 0.038
H -6.25517 -2.32509 4.93260 0.280
H 1.54773 -2.57250 -0.12454 0.407
H 3.13725 0.02628 -0.45868 0.205
H -4.39516 1.45778 -0.05074 0.366
H -0.64677 -1.29820 0.21215 0.084
H 7.94976 0.02850 -1.73490 0.324
H 6.34773 -0.04393 -1.03066 0.304
H 7.93725 2.55485 -1.36480 0.270
H -4.60861 3.51938 3.08233 0.369
H 9.13710 1.00661 -3.30039 0.264
H 4.16027 -0.81569 -4.00526 0.335
H 1.69487 -0.86242 -3.80646 0.346
H -1.88478 -1.33264 2.98829 0.198
H 4.33710 -1.52197 -2.39427 0.057
H -4.43835 -0.50128 0.19060 0.320
H 1.51880 -0.11364 0.22787 0.156
H 6.31880 2.41493 -0.67825 0.296
```

* SMILES: CC(C)CC[C@@](C#N)([C@@H](C#N)C(F)(F)C(F)F)P(O)Cl.CCOCC.CCOCC
* net charge: 0


# 3
# C2H23O10

10 unconnected molecules or ions with the total composition C2H23O10 (ωB97M-V with the def2-TZVPD basis set, OMol25).

XYZ file:
```
35
Properties=species:S:1:pos:R:3:mulliken_charge:R:1
O 3.87777 -0.30351 -1.08997 -0.640
O 1.92577 -1.07451 0.61103 -1.051
O 0.57477 -2.19551 -2.57297 -0.723
O 0.31177 2.24149 2.73603 -0.536
O -0.09923 0.53449 0.63503 -0.015
O -0.58723 3.29549 -0.35397 -0.577
O -1.28423 -0.26051 -2.83097 -0.666
O -2.44423 0.80849 2.03503 -0.716
O 2.09177 2.28049 -0.73297 -0.669
O -2.42223 -0.27551 -0.35797 -1.054
C -2.29023 -1.60551 -0.00697 -0.638
C 1.43377 -2.37151 0.62303 -0.519
H 4.81377 -0.45351 -0.68997 0.267
H -0.84023 -0.15251 0.58403 0.184
H 0.73377 -2.44751 -0.29097 0.134
H 2.05077 1.49949 -1.38297 0.299
H 0.61577 -2.07151 -1.58297 0.164
H -1.45423 3.34749 -0.74097 0.269
H 1.10677 2.48749 -0.28197 0.352
H -2.65223 0.33549 1.25003 0.458
H -2.59423 1.76249 1.93103 0.270
H -1.77023 -0.31651 -2.06397 0.337
H 0.06077 -1.36451 -2.80697 0.370
H -3.37223 -1.92651 -0.00497 0.248
H -1.71823 -2.49751 -0.59197 0.221
H 1.08477 2.77149 3.03903 0.255
H -0.54623 3.78049 0.43503 0.270
H -1.85923 -0.73951 -3.40497 0.324
H -0.04123 0.91349 1.46803 0.487
H 1.18577 -2.85151 1.52603 0.247
H -0.13123 2.29849 3.54903 0.233
H 2.31177 -3.02751 0.51203 0.307
H 0.61977 -0.11551 0.47803 0.321
H -1.90223 -1.62351 0.98103 0.341
H 3.20977 -0.68251 -0.60497 0.447
```

* net charge: -1


# 4
# C16H21CaN2O3

A molecular structure, C16H21CaN2O3 (ωB97M-V with the def2-TZVPD basis set, OMol25).

XYZ file:
```
43
Properties=species:S:1:pos:R:3:mulliken_charge:R:1
Ca -0.36730 -1.76344 -0.33694 1.575
O 0.48326 0.23773 -1.12449 -0.962
O -1.15572 -1.98241 1.71049 -0.707
O -2.15587 -1.47710 -1.27798 -0.964
N 1.15632 -0.83700 1.10925 -0.073
N 2.02361 -0.02440 0.47628 -0.419
C 1.58417 -1.14056 2.36973 0.313
C 3.78203 3.81742 -2.32012 -0.395
C 2.38969 1.64351 -1.34120 0.348
C -2.72707 0.70634 -2.21505 -1.401
C 2.55537 3.41720 -2.96331 -0.596
C -4.38471 -1.16222 -2.14169 -1.766
C -0.53709 -2.38918 2.76556 0.665
C -1.23978 -3.18508 3.81832 -1.351
C 1.81255 2.41417 -2.38953 -0.434
C 2.93261 -0.65495 2.74538 -1.028
C 1.60740 0.56858 -0.63405 0.534
C -3.26666 -0.47894 -1.37218 1.894
C 4.33094 3.03001 -1.28916 -0.512
C 3.61072 1.97836 -0.78849 -0.247
C -3.60130 -0.27713 0.11205 -1.481
C 0.76542 -1.92641 3.15557 -0.618
H -2.85248 0.36561 0.63097 0.283
H -3.60515 -1.31534 0.53584 0.234
H 3.98409 1.46558 0.10193 0.244
H 1.11957 -2.15457 4.18084 0.229
H -2.34756 0.33716 -3.17847 0.329
H 3.21276 0.24430 2.16908 0.233
H -2.09009 -3.75756 3.36126 0.326
H -1.90847 1.19745 -1.65043 0.219
H -1.70028 -2.55499 4.60532 0.265
H -4.65101 -2.13983 -1.68883 0.355
H 2.23404 3.94639 -3.82128 0.436
H -0.61036 -3.95835 4.27422 0.375
H 4.28559 4.70349 -2.69155 0.333
H -3.51604 1.48269 -2.42092 0.355
H -5.35600 -0.59407 -2.15348 0.344
H 5.37755 3.15398 -1.00511 0.324
H -4.08035 -1.29487 -3.17127 0.389
H 0.82898 2.13811 -2.74136 0.372
H 2.99974 -0.45002 3.81646 0.385
H 3.69084 -1.42465 2.51892 0.186
H -4.61398 0.09498 0.25945 0.406
```

* net charge: -1


# 5
# C7H6InO5S

A molecular structure, C7H6InO5S (ωB97M-V with the def2-TZVPD basis set, OMol25).

XYZ file:
```
20
Properties=species:S:1:pos:R:3:mulliken_charge:R:1
In 0.29388 0.00879 -1.09388 1.002
S 0.25698 0.01314 1.41207 0.219
O 0.22268 0.02789 -5.03754 -0.001
O 3.90272 0.02559 -1.38605 0.028
O 0.22084 -3.64526 -1.38957 0.049
O -3.44349 0.02879 -1.37406 0.024
O 0.22629 3.71056 -1.38918 0.049
C 0.22782 0.02799 -3.88154 0.197
C -2.30344 0.04339 -1.48717 0.218
C 0.21902 2.57159 -1.36954 0.212
C 2.75136 0.02622 -1.37477 0.259
C 0.21546 -2.50164 -1.36899 0.230
C -1.53227 -0.20748 1.64561 -0.984
C 0.98855 0.13914 3.06382 -0.911
H 0.43823 0.98579 3.50946 0.403
H 2.06872 0.30386 2.91861 0.425
H -1.85933 -1.07848 1.06318 0.377
H -2.04301 0.69693 1.28957 0.356
H 0.71479 -0.83195 3.51230 0.402
H -1.56582 -0.34483 2.73769 0.445
```

* net charge: +3


# 6
# C37H30NO12

6 unconnected molecules or ions with the total composition C37H30NO12 (ωB97M-V with the def2-TZVPD basis set, OMol25).

XYZ file:
```
80
Properties=species:S:1:pos:R:3:mulliken_charge:R:1
O 0.15360 -3.35892 1.30380 -0.687
O 4.80717 5.61128 -4.74270 -0.549
O 0.47277 -4.63986 -0.80998 -0.748
O -8.25463 -6.84920 7.30357 -0.569
O -3.85136 10.77215 0.01433 -0.563
O -5.92386 -6.87043 2.52482 -0.644
O 2.59561 3.78375 -1.40036 -0.541
O 6.15458 -0.16099 -1.60557 -0.527
O 4.24223 -1.76654 1.97581 -0.637
O 0.32018 7.75073 -1.30425 -0.554
O 5.05696 -4.76247 -2.34045 -0.597
O 1.24820 9.55602 -4.53749 -0.577
N -1.22452 -6.11003 2.04148 -0.416
C -5.89905 -7.63246 4.75440 -0.334
C 4.44253 2.82485 -2.50558 -0.183
C -8.27944 -6.08717 5.07399 -0.368
C -3.13317 -2.35466 2.94864 -0.413
C 3.50528 -3.76990 -0.87094 -0.434
C 3.98890 6.51940 -4.69534 0.529
C -6.48463 -7.62559 5.95581 -0.370
C 3.09513 8.59712 -5.64272 -0.509
C 4.30765 0.79791 -0.50034 -0.128
C -2.89110 10.07761 -0.28902 0.314
C 4.86916 -4.07261 -1.34781 0.444
C -2.15522 -6.51263 0.91315 -0.483
C -4.20346 -4.68011 1.23931 0.157
C 3.99092 7.60654 -5.69401 -0.542
C -3.02375 -5.28399 0.26249 -0.547
C 5.79391 -2.75910 0.50630 -0.309
C -3.62397 -3.52588 2.30005 -0.151
C 0.21970 -5.95697 1.52207 -0.598
C 2.06647 8.64790 -4.58484 0.430
C -7.71821 -6.85331 6.20414 0.364
C 5.33833 1.83427 -2.55688 -0.519
C 3.41186 1.78849 -0.44904 -0.563
C -7.69386 -6.09404 3.87259 -0.291
C 3.30116 -3.01791 0.21495 -0.295
C 2.06446 7.56076 -3.58617 -0.423
C 2.96025 6.57018 -3.63747 -0.626
C 4.43003 -2.45640 0.98316 0.287
C -2.40086 9.01290 0.60867 -0.377
C -6.46028 -6.86631 3.62425 0.487
C -2.17801 10.27075 -1.56707 -0.432
C 5.33631 0.74713 -1.55821 0.289
C 3.41388 2.87563 -1.44771 0.533
C -0.64008 8.44527 -1.00090 0.581
C -1.35317 8.25213 0.27715 -0.486
C 0.29498 -4.54078 0.67122 0.622
C 5.99804 -3.51110 -0.57959 -0.483
C -1.13033 9.50998 -1.89859 -0.278
H 6.99186 -3.74205 -0.94323 0.404
H 2.68775 -4.18845 -1.44564 0.526
H -1.15841 -6.98448 2.64503 0.254
H 2.65062 1.83953 0.32019 0.451
H 4.75217 7.55550 -6.46324 0.399
H -4.98908 -4.13773 0.52249 0.302
H 4.32054 -0.00672 0.22468 0.338
H -2.36038 -1.52318 3.31744 0.335
H 2.30734 -2.78696 0.57859 0.665
H -2.54925 11.05625 -2.21437 0.433
H -0.59656 9.63798 -2.83238 0.456
H -6.08566 -8.18140 6.79554 0.391
H -8.09283 -5.53823 3.03285 0.417
H 1.30321 7.61180 -2.81694 0.920
H 0.92747 -5.85448 2.46682 0.288
H -4.78407 -5.51542 1.83821 -0.192
H -9.18424 -5.52516 5.27229 0.392
H -2.89606 -7.33324 1.34736 0.294
H -1.49238 -7.02695 0.08572 0.274
H -2.93462 8.88490 1.54246 0.398
H 3.08224 9.40175 -6.36773 0.412
H 2.97314 5.76555 -2.91245 0.609
H -2.36794 -4.40693 -0.15175 0.271
H 4.42965 3.62948 -3.23060 0.387
H 0.56152 -6.89879 0.89488 0.270
H 6.09957 1.78323 -3.32611 0.436
H -3.58813 -5.74079 -0.68479 0.328
H 6.61144 -2.34056 1.08100 0.402
H -4.99426 -8.19446 4.55610 0.421
H -0.98194 7.46663 0.92445 0.432
```

* net charge: -1


One value per record, in order, for calculated total energy: -1050.15536 -2280.25808 -842.25722 -1635.22750 -1233.55344 -2385.16355 hartree.
One value per record, in order, for molar mass: 235.22 480.91 207.20 329.43 317.00 680.64 g/mol.
One value per record, in order, for HOMO-LUMO gap: 0.3174 0.3435 0.2407 0.2093 0.2462 0.1477 Eh.